Entry 1:
{"formula": "C39H30BrF6N3O9PS2SeY", "method": "ωB97M-V with the def2-TZVPD basis set", "relative_energy_kcal_mol": 7.6, "gap_ha": 0.2494, "homo_ev": -2.82, "total_charge": -2, "species": ["Y", "O", "C", "O", "C", "C", "C", "C", "C", "O", "C", "C", "O", "O", "H", "H", "H", "H", "H", "H", "H", "H", "Br", "C", "C", "C", "C", "C", "C", "C", "C", "C", "C", "H", "H", "H", "H", "H", "H", "N", "C", "C", "C", "C", "C", "C", "P", "C", "C", "C", "C", "C", "C", "C", "C", "C", "C", "C", "C", "H", "H", "H", "H", "H", "H", "H", "H", "H", "H", "H", "H", "H", "H", "H", "H", "Se", "C", "N", "F", "C", "F", "F", "S", "O", "O", "N", "S", "O", "O", "C", "F", "F", "F"], "positions_angstrom": [[0.40, 0.82, 0.76], [3.27, 4.12, 0.15], [2.94, 2.97, 0.44], [1.78, 2.46, 0.25], [3.94, 2.07, 1.17], [3.39, 1.74, 2.58], [4.54, 1.33, 3.50], [4.92, -0.05, 2.92], [3.85, -0.22, 1.83], [2.72, 0.48, 2.37], [4.18, 0.63, 0.60], [3.29, 0.24, -0.59], [3.73, 0.40, -1.72], [2.15, -0.30, -0.30], [4.88, 2.62, 1.24], [2.69, 2.46, 2.98], [4.19, 1.25, 4.53], [5.36, 2.05, 3.48], [4.83, -0.84, 3.67], [5.92, -0.08, 2.50], [3.57, -1.24, 1.61], [5.21, 0.52, 0.27], [0.21, -1.42, 3.06], [-0.61, -0.24, 4.32], [-1.22, -0.84, 5.39], [-1.80, -0.05, 6.40], [-1.73, 1.31, 6.31], [-1.10, 1.94, 5.21], [-1.03, 3.36, 5.13], [-0.43, 3.95, 4.07], [0.12, 3.16, 3.03], [0.05, 1.79, 3.00], [-0.54, 1.17, 4.15], [-1.25, -1.92, 5.45], [-2.29, -0.52, 7.24], [-2.16, 1.94, 7.08], [-1.48, 3.94, 5.93], [-0.38, 5.04, 4.00], [0.55, 3.70, 2.18], [1.81, -3.16, 0.42], [1.54, -3.92, -0.71], [2.16, -5.17, -0.86], [1.92, -5.96, -1.97], [1.07, -5.51, -2.97], [0.45, -4.28, -2.82], [0.64, -3.48, -1.70], [-0.29, -1.89, -1.49], [-2.03, -2.48, -1.54], [-3.01, -1.50, -1.69], [-4.35, -1.84, -1.72], [-4.74, -3.16, -1.57], [-3.77, -4.14, -1.38], [-2.42, -3.80, -1.37], [-0.12, -1.24, -3.21], [-1.08, -1.40, -4.20], [-0.88, -0.86, -5.47], [0.27, -0.16, -5.75], [1.24, 0.01, -4.76], [1.04, -0.52, -3.50], [2.60, -3.49, 0.95], [1.87, -2.16, 0.24], [2.84, -5.51, -0.09], [2.41, -6.91, -2.06], [0.89, -6.11, -3.85], [-0.23, -3.92, -3.59], [-2.72, -0.46, -1.79], [-5.09, -1.06, -1.82], [-5.79, -3.43, -1.56], [-4.07, -5.18, -1.24], [-1.68, -4.58, -1.22], [-1.99, -1.94, -3.99], [-1.65, -0.99, -6.23], [0.42, 0.28, -6.74], [2.14, 0.58, -4.96], [1.79, -0.36, -2.74], [-4.66, -0.40, 1.71], [-2.94, -0.13, 1.34], [-1.81, 0.03, 1.10], [-0.42, 5.00, -1.50], [-0.38, 3.84, -2.14], [0.88, 3.47, -2.30], [-0.94, 3.98, -3.35], [-1.32, 2.54, -1.18], [-0.64, 1.30, -1.51], [-1.18, 2.89, 0.22], [-2.75, 2.52, -1.76], [-3.85, 3.65, -1.61], [-4.80, 3.41, -0.57], [-3.33, 4.98, -1.79], [-4.75, 3.28, -3.17], [-5.78, 4.13, -3.29], [-5.23, 2.03, -3.18], [-3.96, 3.43, -4.24]]}

Entry 2:
{"formula": "C39H30BrN11O5W", "method": "ωB97M-V with the def2-TZVPD basis set", "relative_energy_kcal_mol": 24.9, "spin_multiplicity": 3, "gap_ha": [0.2425, 0.2237], "s2": 2.03, "homo_ev": [-12.64, -12.92], "total_charge": 2, "species": ["W", "O", "C", "C", "C", "C", "C", "C", "C", "O", "N", "N", "C", "C", "C", "C", "C", "C", "C", "O", "H", "H", "H", "H", "H", "H", "H", "H", "H", "H", "O", "C", "C", "C", "N", "C", "Br", "C", "H", "H", "H", "H", "C", "N", "C", "N", "C", "N", "C", "C", "C", "C", "C", "C", "C", "N", "N", "C", "O", "C", "C", "C", "C", "C", "C", "N", "C", "N", "C", "N", "C", "H", "H", "H", "H", "H", "H", "H", "H", "H", "H", "H", "H", "H", "H", "H", "H"], "positions_angstrom": [[-0.97, -0.99, 0.12], [-2.74, -2.02, 5.15], [-2.08, -3.12, 4.81], [-2.01, -4.16, 5.74], [-1.34, -5.32, 5.46], [-0.72, -5.50, 4.22], [-0.80, -4.51, 3.27], [-1.48, -3.31, 3.54], [-1.52, -2.27, 2.54], [-1.15, -2.48, 1.29], [-1.89, -1.04, 2.85], [-1.74, -0.16, 1.83], [-2.10, 1.10, 2.06], [-1.93, 2.15, 1.13], [-2.35, 3.46, 1.45], [-2.19, 4.50, 0.57], [-1.59, 4.29, -0.68], [-1.15, 3.03, -1.03], [-1.30, 1.96, -0.14], [-0.87, 0.74, -0.44], [-2.64, -1.33, 4.46], [-2.49, -4.00, 6.70], [-1.30, -6.11, 6.19], [-0.18, -6.40, 4.01], [-0.33, -4.63, 2.30], [-2.52, 1.33, 3.03], [-2.80, 3.62, 2.42], [-2.52, 5.49, 0.83], [-1.47, 5.11, -1.37], [-0.68, 2.84, -1.98], [-6.93, 0.33, -0.57], [-5.71, -0.16, -0.51], [-5.23, -0.99, 0.51], [-3.93, -1.43, 0.49], [-3.01, -1.05, -0.46], [-3.53, -0.32, -1.47], [-2.31, 0.04, -2.87], [-4.81, 0.15, -1.55], [-7.50, 0.06, 0.17], [-5.87, -1.30, 1.32], [-3.58, -2.12, 1.25], [-5.14, 0.74, -2.38], [4.58, -0.68, 1.66], [3.14, -0.87, 1.62], [2.32, -0.99, 0.58], [1.05, -0.85, 0.98], [1.19, -0.66, 2.33], [2.43, -0.67, 2.72], [4.85, 0.78, 1.37], [5.46, 1.63, 2.28], [5.63, 2.97, 1.96], [5.15, 3.50, 0.77], [4.50, 2.65, -0.12], [4.39, 1.29, 0.17], [3.82, 3.09, -1.32], [3.52, 4.28, -1.76], [2.73, 4.13, -2.83], [2.57, 2.85, -3.02], [3.24, 2.13, -2.09], [1.75, 2.13, -3.98], [0.80, 2.78, -4.76], [-0.01, 2.03, -5.60], [0.08, 0.64, -5.61], [1.03, -0.01, -4.83], [1.12, -1.52, -4.76], [0.55, -2.01, -3.52], [0.49, -1.39, -2.34], [-0.19, -2.17, -1.47], [-0.48, -3.27, -2.22], [-0.04, -3.18, -3.44], [1.88, 0.75, -4.04], [5.05, -1.34, 0.93], [4.90, -0.95, 2.67], [2.64, -1.21, -0.43], [0.39, -0.51, 3.03], [5.79, 1.26, 3.23], [6.13, 3.62, 2.67], [5.27, 4.54, 0.54], [3.91, 0.65, -0.55], [0.72, 3.85, -4.71], [-0.72, 2.52, -6.23], [-0.57, 0.07, -6.25], [2.16, -1.85, -4.83], [0.57, -2.00, -5.57], [0.90, -0.41, -2.14], [-1.00, -4.14, -1.84], [2.67, 0.27, -3.48]]}

Entry 3:
{"formula": "C39H30N5O2PPdS", "method": "ωB97M-V with the def2-TZVPD basis set", "relative_energy_kcal_mol": 17.4, "gap_ha": 0.2561, "homo_ev": -7.66, "species": ["Pd", "N", "C", "N", "C", "N", "N", "C", "C", "C", "C", "C", "C", "C", "C", "C", "H", "H", "H", "H", "C", "O", "C", "C", "H", "H", "H", "H", "H", "H", "S", "C", "N", "C", "C", "C", "C", "C", "C", "H", "H", "H", "H", "H", "O", "P", "C", "C", "C", "C", "C", "C", "C", "C", "C", "C", "C", "C", "C", "C", "C", "C", "C", "C", "H", "H", "H", "H", "H", "H", "H", "H", "H", "H", "H", "H", "H", "H", "H"], "positions_angstrom": [[0.53, -0.28, 0.52], [-0.26, 0.93, 2.16], [-0.27, 1.39, 3.23], [-0.24, 1.78, 4.45], [-0.82, 2.90, 4.85], [-1.29, 3.86, 5.29], [-6.51, -7.25, -0.12], [-5.70, -6.44, 0.01], [-4.69, -5.44, 0.17], [-5.06, -4.10, 0.35], [-4.08, -3.14, 0.50], [-2.73, -3.48, 0.46], [-2.37, -4.82, 0.28], [-3.34, -5.79, 0.13], [-1.72, -2.47, 0.57], [-0.87, -1.61, 0.53], [-6.10, -3.84, 0.38], [-4.36, -2.10, 0.64], [-1.32, -5.09, 0.25], [-3.07, -6.83, -0.01], [0.94, -2.54, 2.89], [1.64, -2.85, 1.66], [1.78, -1.94, 0.77], [2.63, -2.45, -0.35], [0.48, -3.47, 3.21], [0.20, -1.77, 2.72], [1.69, -2.22, 3.61], [3.58, -2.84, 0.03], [2.80, -1.67, -1.09], [2.09, -3.28, -0.82], [4.33, 2.37, 0.59], [3.34, 0.97, 0.61], [2.07, 1.16, 0.42], [1.79, 2.51, 0.24], [0.53, 3.07, 0.03], [0.43, 4.43, -0.09], [1.57, 5.25, -0.03], [2.82, 4.71, 0.16], [2.92, 3.33, 0.30], [3.77, -0.01, 0.79], [-0.35, 2.43, 0.00], [-0.54, 4.88, -0.23], [1.46, 6.32, -0.12], [3.70, 5.34, 0.20], [0.88, -0.25, -1.95], [0.15, 0.08, -3.22], [-0.17, 1.85, -3.39], [0.90, 2.67, -3.74], [0.73, 4.05, -3.78], [-0.50, 4.61, -3.46], [-1.56, 3.79, -3.09], [-1.39, 2.42, -3.04], [1.14, -0.38, -4.65], [2.31, -1.11, -4.46], [3.07, -1.51, -5.55], [2.67, -1.18, -6.83], [1.50, -0.45, -7.03], [0.74, -0.06, -5.95], [-1.40, -0.82, -3.42], [-1.47, -2.07, -2.81], [-2.60, -2.86, -2.98], [-3.65, -2.41, -3.76], [-3.58, -1.17, -4.38], [-2.46, -0.37, -4.21], [1.85, 2.23, -4.00], [1.56, 4.68, -4.05], [-0.63, 5.68, -3.49], [-2.51, 4.23, -2.82], [-2.21, 1.79, -2.71], [2.61, -1.36, -3.45], [3.98, -2.08, -5.40], [3.26, -1.49, -7.68], [1.18, -0.20, -8.04], [-0.17, 0.51, -6.11], [-0.66, -2.41, -2.19], [-2.66, -3.82, -2.49], [-4.54, -3.02, -3.88], [-4.40, -0.82, -4.99], [-2.40, 0.58, -4.72]]}

Entry 4:
{"formula": "C39H30OP", "method": "ωB97M-V with the def2-TZVPD basis set", "gap_ha": 0.2860, "homo_ev": -10.89, "total_charge": 1, "species": ["C", "C", "C", "C", "C", "C", "C", "C", "C", "C", "C", "C", "C", "C", "C", "C", "C", "C", "C", "H", "H", "H", "H", "H", "H", "H", "H", "H", "H", "H", "H", "H", "C", "C", "C", "C", "P", "C", "C", "C", "C", "C", "C", "C", "C", "C", "C", "C", "C", "C", "C", "O", "C", "C", "H", "H", "H", "H", "H", "H", "H", "H", "H", "H", "H", "H", "H", "H", "H", "H", "H"], "positions_angstrom": [[-0.07, 0.06, 1.90], [0.72, 0.11, 3.26], [1.85, -0.70, 3.39], [2.66, -0.61, 4.52], [2.35, 0.32, 5.51], [1.19, 1.10, 5.42], [0.36, 0.94, 4.31], [-1.30, 1.02, 1.87], [-2.47, 0.31, 1.56], [-3.71, 0.94, 1.45], [-3.79, 2.31, 1.72], [-2.64, 3.00, 2.13], [-1.39, 2.37, 2.20], [-2.13, -1.11, 1.38], [-0.77, -1.29, 1.72], [-0.30, -2.57, 1.95], [-1.09, -3.65, 1.52], [-2.36, -3.45, 0.97], [-2.92, -2.18, 0.97], [2.16, -1.35, 2.56], [3.53, -1.25, 4.61], [2.99, 0.41, 6.40], [0.93, 1.83, 6.17], [-0.57, 1.53, 4.24], [-4.59, 0.34, 1.23], [-4.76, 2.81, 1.69], [-2.73, 4.05, 2.39], [-0.51, 2.95, 2.47], [0.68, -2.74, 2.38], [-0.68, -4.66, 1.58], [-2.93, -4.31, 0.60], [-3.96, -2.00, 0.67], [-2.29, 3.21, -2.65], [-1.02, 3.21, -3.24], [-0.07, 2.24, -2.89], [-0.39, 1.27, -1.92], [0.79, 0.08, -1.22], [0.19, -1.57, -1.68], [0.97, -2.67, -1.29], [0.60, -3.96, -1.65], [-0.54, -4.18, -2.43], [-1.31, -3.09, -2.84], [-0.94, -1.79, -2.48], [2.23, 0.28, -2.39], [3.32, 1.10, -2.05], [4.29, 1.41, -3.01], [4.21, 0.90, -4.30], [3.17, 0.03, -4.64], [2.19, -0.28, -3.68], [0.93, 0.33, 0.82], [1.39, 1.78, 0.90], [2.47, 2.19, 1.32], [-1.70, 1.22, -1.42], [-2.63, 2.21, -1.74], [-3.02, 3.99, -2.89], [-0.77, 3.96, -3.98], [0.91, 2.25, -3.36], [1.87, -2.51, -0.69], [1.20, -4.81, -1.32], [-0.82, -5.19, -2.71], [-2.19, -3.25, -3.46], [-1.55, -0.95, -2.83], [3.39, 1.50, -1.04], [5.12, 2.07, -2.74], [4.96, 1.16, -5.05], [3.10, -0.39, -5.64], [1.39, -0.98, -3.95], [1.75, -0.39, 0.93], [0.61, 2.49, 0.51], [-1.96, 0.40, -0.74], [-3.61, 2.19, -1.28]]}

Entry 5:
{"formula": "C39H31F3IrN4O3Sb", "method": "ωB97M-V with the def2-TZVPD basis set", "relative_energy_kcal_mol": 35.3, "gap_ha": 0.2769, "homo_ev": -7.22, "species": ["Ir", "C", "C", "O", "C", "C", "C", "N", "N", "C", "O", "C", "C", "C", "C", "C", "C", "H", "H", "H", "H", "H", "H", "H", "H", "H", "H", "H", "H", "O", "C", "C", "C", "C", "C", "C", "C", "N", "C", "C", "N", "H", "H", "H", "H", "H", "H", "H", "F", "C", "C", "C", "C", "C", "C", "Sb", "C", "C", "C", "C", "F", "C", "C", "C", "C", "C", "C", "F", "C", "C", "H", "H", "H", "H", "H", "H", "H", "H", "H", "H", "H", "H"], "positions_angstrom": [[-0.89, -0.44, -0.09], [-1.72, -4.36, 1.35], [-1.46, -3.21, 0.41], [-1.09, -2.13, 1.01], [-1.62, -3.40, -0.95], [-1.45, -2.45, -2.02], [-1.61, -3.03, -3.40], [-0.68, -1.40, -1.85], [-0.52, -0.54, -2.95], [-0.44, 0.71, -2.58], [-0.53, 1.14, -1.35], [-0.19, 1.75, -3.61], [0.04, 3.06, -3.21], [0.27, 4.04, -4.16], [0.26, 3.73, -5.51], [0.03, 2.41, -5.91], [-0.19, 1.43, -4.97], [-1.48, -4.06, 2.36], [-1.12, -5.23, 1.07], [-2.77, -4.66, 1.31], [-1.99, -4.37, -1.25], [-2.47, -3.69, -3.44], [-0.71, -3.62, -3.61], [-1.70, -2.25, -4.15], [0.03, 3.30, -2.16], [0.44, 5.07, -3.85], [0.43, 4.50, -6.25], [0.02, 2.16, -6.97], [-0.36, 0.40, -5.26], [-1.35, 0.47, 1.71], [-2.40, 0.11, 2.40], [-2.38, 0.39, 3.78], [-3.43, 0.09, 4.61], [-4.58, -0.52, 4.11], [-4.63, -0.80, 2.77], [-3.57, -0.51, 1.89], [-3.74, -0.83, 0.47], [-2.93, -0.51, -0.52], [-3.45, -1.05, -1.70], [-4.64, -1.61, -1.40], [-4.80, -1.50, -0.04], [-1.48, 0.85, 4.17], [-3.36, 0.32, 5.67], [-5.41, -0.76, 4.76], [-5.53, -1.25, 2.38], [-3.25, -0.53, -2.63], [-5.36, -2.12, -2.02], [-5.54, -1.90, 0.51], [6.39, -0.13, -2.97], [5.32, -0.07, -2.16], [5.49, 0.42, -0.88], [4.38, 0.48, -0.05], [3.13, 0.06, -0.49], [3.00, -0.43, -1.79], [4.09, -0.50, -2.64], [1.42, 0.17, 0.73], [2.18, -0.68, 2.51], [3.06, -1.76, 2.41], [3.52, -2.41, 3.54], [3.10, -1.96, 4.78], [3.54, -2.58, 5.88], [2.23, -0.90, 4.92], [1.77, -0.27, 3.77], [1.41, 2.25, 1.10], [0.71, 2.82, 2.16], [0.70, 4.20, 2.34], [1.37, 4.99, 1.43], [1.35, 6.33, 1.60], [2.04, 4.46, 0.35], [2.06, 3.08, 0.19], [6.47, 0.75, -0.56], [4.50, 0.87, 0.96], [2.03, -0.76, -2.15], [4.01, -0.87, -3.65], [3.39, -2.11, 1.44], [4.20, -3.25, 3.48], [1.91, -0.59, 5.90], [1.08, 0.56, 3.88], [0.14, 2.20, 2.84], [0.16, 4.66, 3.16], [2.54, 5.12, -0.34], [2.59, 2.67, -0.65]]}

Entry 6:
{"formula": "C39H31FeN3P2Si", "method": "ωB97M-V with the def2-TZVPD basis set", "relative_energy_kcal_mol": 0.0, "spin_multiplicity": 6, "gap_ha": [0.2829, 0.2592], "s2": 8.77, "homo_ev": [-10.18, -11.44], "total_charge": 1, "species": ["Fe", "C", "Si", "C", "C", "C", "C", "C", "C", "P", "C", "C", "C", "C", "C", "C", "C", "C", "C", "C", "C", "C", "C", "C", "C", "C", "C", "C", "P", "C", "C", "C", "C", "C", "C", "C", "C", "C", "C", "C", "C", "H", "H", "H", "H", "H", "H", "H", "H", "H", "H", "H", "H", "H", "H", "H", "H", "H", "H", "H", "H", "H", "H", "H", "H", "H", "H", "H", "H", "H", "H", "H", "N", "C", "N", "C", "N"], "positions_angstrom": [[1.24, -0.99, -0.14], [-0.03, -3.82, 1.71], [-0.46, -2.08, 1.24], [-0.81, -1.13, 2.81], [-1.48, -1.75, 3.87], [-1.67, -1.10, 5.08], [-1.15, 0.18, 5.26], [-0.46, 0.81, 4.24], [-0.29, 0.16, 3.02], [0.52, 0.98, 1.61], [2.24, 0.34, 1.56], [2.78, -0.61, 2.43], [4.04, -1.13, 2.20], [4.78, -0.72, 1.09], [4.26, 0.21, 0.21], [2.98, 0.73, 0.43], [0.75, 2.71, 2.11], [1.94, 3.19, 2.65], [2.03, 4.53, 3.05], [0.93, 5.37, 2.91], [-0.25, 4.88, 2.37], [-0.34, 3.56, 1.96], [-1.85, -2.14, -0.03], [-2.94, -2.98, 0.23], [-3.95, -3.17, -0.70], [-3.87, -2.54, -1.94], [-2.80, -1.71, -2.23], [-1.79, -1.50, -1.29], [-0.46, -0.31, -1.67], [-1.21, 1.33, -1.46], [-0.52, 2.45, -1.94], [-1.08, 3.71, -1.87], [-2.35, 3.87, -1.31], [-3.03, 2.77, -0.82], [-2.46, 1.50, -0.88], [-0.14, -0.41, -3.45], [0.86, -1.26, -3.92], [1.06, -1.43, -5.28], [0.26, -0.74, -6.18], [-0.73, 0.13, -5.72], [-0.93, 0.29, -4.36], [-0.87, -4.29, 2.23], [0.84, -3.83, 2.37], [0.20, -4.41, 0.82], [-1.88, -2.75, 3.75], [-2.21, -1.58, 5.88], [-1.29, 0.69, 6.21], [-0.07, 1.80, 4.39], [2.20, -0.93, 3.29], [4.46, -1.86, 2.88], [5.76, -1.14, 0.92], [4.83, 0.52, -0.65], [2.59, 1.50, -0.23], [2.79, 2.54, 2.78], [2.95, 4.90, 3.47], [1.00, 6.40, 3.22], [-1.11, 5.54, 2.26], [-1.26, 3.18, 1.54], [-3.01, -3.50, 1.18], [-4.78, -3.82, -0.48], [-4.64, -2.70, -2.68], [-2.74, -1.24, -3.20], [0.45, 2.32, -2.42], [-0.54, 4.57, -2.26], [-2.80, 4.86, -1.27], [-4.02, 2.90, -0.39], [-3.02, 0.65, -0.52], [1.49, -1.79, -3.22], [1.82, -2.12, -5.64], [0.41, -0.87, -7.25], [-1.34, 0.68, -6.43], [-1.71, 0.96, -4.01], [2.18, -2.51, -0.82], [2.33, -3.39, -1.61], [2.51, -4.33, -2.37], [2.45, -4.48, -3.69], [2.40, -4.65, -4.84]]}

It is found that the energy values, taken in the order of the records, are -9096.6489; -5123.3880; -2795.7517; -1920.5120; -2593.7116; -3904.7209 a.u..